{"formula": "C49H35BrF4N4O2P2Se2Sr", "method": "wB97M-V/def2-TZVPD", "symbols": ["Sr", "O", "C", "N", "C", "C", "C", "C", "C", "C", "N", "C", "O", "C", "C", "C", "C", "C", "N", "C", "C", "C", "C", "C", "N", "H", "H", "H", "H", "H", "H", "H", "H", "H", "H", "H", "H", "Se", "P", "Se", "C", "C", "C", "C", "C", "C", "C", "C", "C", "C", "C", "C", "H", "H", "H", "H", "H", "H", "H", "H", "H", "H", "F", "C", "C", "F", "C", "F", "C", "P", "C", "C", "C", "C", "C", "C", "C", "C", "C", "C", "C", "C", "C", "Br", "C", "F", "H", "H", "H", "H", "H", "H", "H", "H", "H", "H", "C", "H", "H", "H"], "positions_angstrom": [[0.5540, 0.0486, 0.1234], [0.4858, -0.0358, 4.6185], [0.7730, -0.3967, 3.4669], [1.1650, 0.3417, 2.4430], [1.6948, 1.5936, 2.6108], [2.4491, 1.9358, 3.7369], [3.0771, 3.1585, 3.8519], [2.9681, 4.0897, 2.8312], [2.2361, 3.7802, 1.7051], [1.5904, 2.5470, 1.5657], [0.7506, 2.3221, 0.5166], [1.0497, 2.7464, -0.6982], [2.1549, 3.0415, -1.1756], [-0.1753, 2.8904, -1.5480], [-0.1574, 3.8402, -2.5714], [-1.2995, 4.0513, -3.3159], [-2.4269, 3.3008, -3.0136], [-2.3454, 2.3801, -1.9797], [-1.2590, 2.1814, -1.2562], [0.7507, -1.8759, 3.1687], [1.0327, -2.7354, 4.2361], [1.1467, -4.0911, 4.0063], [0.9671, -4.5610, 2.7145], [0.6647, -3.6361, 1.7281], [0.5561, -2.3353, 1.9378], [2.5309, 1.2111, 4.5321], [3.6515, 3.3899, 4.7413], [3.4451, 5.0599, 2.9154], [2.1333, 4.5056, 0.9081], [0.7622, 4.3738, -2.7575], [-1.3197, 4.7786, -4.1203], [-3.3445, 3.4206, -3.5724], [-3.2074, 1.7769, -1.7185], [1.1742, -2.3081, 5.2180], [1.3872, -4.7702, 4.8154], [1.0633, -5.6109, 2.4786], [0.5219, -3.9547, 0.7067], [2.7741, -3.5389, -1.1770], [4.0053, -1.7807, -1.2597], [3.4065, 0.2498, -0.8854], [4.7305, -1.9200, -2.9336], [4.2661, -1.0650, -3.9207], [4.6788, -1.2258, -5.2308], [5.5449, -2.2554, -5.5612], [5.9821, -3.1329, -4.5819], [5.5746, -2.9708, -3.2708], [5.4040, -2.0478, -0.1248], [5.1321, -2.5797, 1.1289], [6.1194, -2.6083, 2.0952], [7.3771, -2.0993, 1.8141], [7.6491, -1.5673, 0.5627], [6.6637, -1.5353, -0.4058], [3.5854, -0.2706, -3.6420], [4.3176, -0.5564, -5.9984], [5.8621, -2.3868, -6.5878], [6.6349, -3.9554, -4.8478], [5.8980, -3.6622, -2.5035], [4.1420, -2.9692, 1.3327], [5.9036, -3.0129, 3.0752], [8.1453, -2.0994, 2.5771], [8.6294, -1.1601, 0.3495], [6.8570, -1.1058, -1.3813], [-8.1525, -2.2302, -0.9603], [-6.8137, -2.3399, -0.7985], [-6.1498, -3.5134, -1.1968], [-6.8669, -4.5487, -1.6888], [-4.7829, -3.6051, -1.0585], [-4.1981, -4.7606, -1.4215], [-4.0050, -2.5550, -0.5513], [-2.1734, -2.6331, -0.3896], [-1.7665, -3.4375, -1.9802], [-0.6113, -4.2018, -2.1013], [-0.2167, -4.6975, -3.3299], [-0.9795, -4.4487, -4.4575], [-2.1189, -3.6672, -4.3533], [-2.4942, -3.1428, -3.1304], [-2.2559, -4.0226, 0.8208], [-2.1416, -5.3688, 0.4949], [-2.3286, -6.3364, 1.4662], [-2.6182, -5.9756, 2.7714], [-2.7064, -4.6334, 3.1079], [-2.5223, -3.6640, 2.1422], [-4.7009, -1.4031, -0.1115], [-3.7329, 0.0093, 0.7176], [-6.0730, -1.3050, -0.2333], [-6.7258, -0.2086, 0.1917], [0.0081, -4.3944, -1.2384], [0.7005, -5.2654, -3.3939], [-0.6743, -4.8435, -5.4182], [-2.7166, -3.4658, -5.2336], [-3.3619, -2.4974, -3.0731], [-1.9040, -5.6597, -0.5173], [-2.2487, -7.3824, 1.2001], [-2.7715, -6.7314, 3.5290], [-2.9115, -4.3468, 4.1305], [-2.5723, -2.6174, 2.4146], [0.0315, -0.5488, -2.4305], [0.4857, 0.3124, -2.9153], [-1.0032, -0.6215, -2.7604], [0.5632, -1.4406, -2.7527]], "atomic_forces_ev_per_a": [[-0.9, -2.5, -1.3], [0.0, -0.2, 0.4], [-0.1, 0.6, 0.1], [-0.1, -1.0, 0.2], [0.5, 1.2, 0.3], [0.0, -0.1, 0.1], [0.2, 0.1, 0.1], [0.1, 0.2, 0.1], [0.0, 0.0, 0.0], [0.9, 0.4, 1.2], [-0.8, 0.9, -0.2], [0.5, 0.5, 0.0], [-0.1, 0.4, -0.1], [-0.2, 0.4, -0.6], [0.1, -0.1, 0.0], [-0.1, -0.1, 0.1], [0.0, 0.0, -0.1], [-0.3, 0.0, -0.3], [0.1, -0.2, 0.3], [0.1, -0.4, 0.6], [-0.1, 0.1, 0.0], [0.0, 0.0, -0.1], [0.0, 0.0, 0.0], [0.1, -0.5, -0.2], [0.0, 0.7, -0.2], [0.0, 0.0, 0.1], [0.0, 0.0, 0.0], [0.0, 0.0, 0.0], [0.0, -0.1, 0.0], [0.1, 0.0, 0.0], [0.0, 0.0, 0.0], [-0.1, 0.0, 0.0], [-0.1, -0.1, 0.0], [-0.1, 0.1, 0.0], [0.0, 0.0, 0.0], [0.0, 0.0, -0.1], [0.1, -0.1, 0.0], [-0.2, 0.0, 0.2], [0.1, -0.3, -0.1], [0.4, -0.2, -0.2], [-0.2, 0.2, 0.1], [0.1, 0.2, 0.1], [0.1, -0.1, -0.2], [-0.1, 0.0, -0.2], [0.2, -0.1, 0.0], [0.1, 0.0, 0.1], [-0.1, 0.2, 0.0], [0.0, -0.1, 0.0], [0.0, 0.0, 0.1], [0.2, 0.0, 0.1], [0.2, 0.0, 0.1], [-0.1, -0.1, -0.1], [0.0, 0.0, 0.0], [0.0, 0.1, -0.1], [0.0, 0.0, -0.1], [0.0, 0.0, 0.0], [0.0, -0.1, 0.0], [0.0, 0.0, 0.0], [0.0, 0.0, 0.1], [0.0, 0.0, 0.0], [0.0, 0.0, 0.0], [0.0, 0.1, 0.0], [0.8, -0.1, 0.2], [0.2, -0.4, -0.2], [-1.0, 0.3, 0.1], [0.3, 0.5, 0.2], [0.7, 0.1, 0.1], [-0.5, 0.3, 0.1], [-1.1, 0.5, 0.0], [0.4, -0.2, 0.0], [0.1, 0.2, -0.1], [-0.1, 0.1, 0.2], [0.0, -0.1, -0.1], [0.0, 0.0, 0.0], [-0.1, 0.0, -0.1], [0.0, 0.0, 0.0], [0.0, -0.1, -0.1], [0.0, 0.1, 0.1], [0.1, -0.2, 0.1], [0.0, 0.0, 0.0], [-0.1, -0.1, 0.2], [0.0, 0.1, -0.2], [0.9, -0.6, -0.1], [-0.4, -0.1, -0.2], [-0.5, 0.1, -0.1], [0.1, -0.3, -0.2], [0.1, 0.0, 0.0], [0.1, 0.0, 0.0], [0.0, 0.0, 0.0], [0.0, 0.1, 0.0], [0.0, 0.0, 0.0], [-0.1, 0.0, -0.1], [0.0, -0.1, 0.0], [0.0, -0.1, 0.0], [0.0, 0.1, 0.0], [0.0, 0.1, 0.0], [-0.2, -0.2, 0.5], [0.2, 0.4, -0.2], [-0.4, 0.0, -0.3], [0.2, -0.3, -0.2]], "energy_ev": -292458.6298, "total_charge": -2, "gap_ev": 4.3835, "lumo_energy_ev": 3.50}